[1]
The following is a DFT calculation (ωB97M-V with the def2-TZVPD basis set) of the molecule C5H8N2 in a non-equilibrium geometry.

Properties
**Orbital gap**: 0.400 Ha
**SMILES**: C[C@@]1(CC#N)CN1
**2S+1**: 1
**Energy above the lowest of the compared OMol25 structures with the same formula, charge and spin**: 122.8 kJ/mol
**Lowest unoccupied orbital energy**: 0.848 eV

Each line ends with the Mulliken charge.
Positions of all 15 atoms, in Å:
C -1.0325 1.1561 -0.2572  -1.40
C -0.2078 -0.1080 -0.1644  1.15
C 1.2078 0.0074 -0.7244  -0.83
C 2.1396 0.5377 0.2843  0.31
N 2.8596 0.9361 1.0991  -0.43
C -0.4183 -1.0487 0.9529  -0.60
N -0.8321 -1.4071 -0.4080  -0.73
H -0.5581 1.9762 0.2921  0.33
H -1.1663 1.4750 -1.3003  0.34
H -2.0224 1.0080 0.1840  0.37
H 1.2054 0.6426 -1.6170  0.32
H 1.5306 -0.9836 -1.0580  0.33
H -1.1728 -0.7923 1.6895  0.29
H 0.4098 -1.6238 1.3709  0.27
H -1.8408 -1.3005 -0.4953  0.29



[2]
The following is a DFT calculation (ωB97M-V with the def2-TZVPD basis set) of a structure of composition C27H36N3RbSe3Te.

Properties
**Orbital gap**: 0.151 Ha
**Net charge**: -2
**2S+1**: 1
**Energy above the lowest of the compared OMol25 structures with the same formula, charge and spin**: 71.1 kJ/mol
**Lowest unoccupied orbital energy**: 3.843 eV

Each line ends with the Mulliken charge.
Positions of all 71 atoms, in Å:
Rb -0.9992 0.9626 1.3703  0.64
Se -6.1765 -0.2881 1.9297  -0.77
Se -4.3705 1.0822 2.3283  -0.24
Te -5.1556 3.1236 1.0427  -0.16
Se -3.0681 4.4806 0.8681  -0.79
C 5.2746 1.1846 -0.7259  -1.55
C 3.8269 1.6862 -0.7357  0.47
C 3.7870 3.2120 -0.8743  -1.56
C 3.0067 1.0172 -1.8242  0.55
C 3.3205 1.2721 -3.1560  -0.19
C 2.5526 0.7635 -4.1869  -1.49
C 1.4280 0.0053 -3.8897  -0.25
C 1.0779 -0.2736 -2.5784  0.76
C -0.1300 -1.1283 -2.2479  1.65
C 0.3115 -2.5782 -2.0062  -1.43
C -1.2350 -1.0698 -3.3015  -2.04
C 1.8927 0.2023 -1.5272  -0.40
N 1.5121 -0.0970 -0.2221  -0.07
C 2.3168 -0.7419 0.5530  -0.51
C 2.1095 -1.1139 1.9019  0.45
C 3.0651 -1.8139 2.6731  -1.59
C 2.4748 -2.0422 3.9029  -0.64
C 1.1782 -1.4718 3.8243  -0.20
N 0.9612 -0.9137 2.6336  0.13
C 0.1385 -1.5026 4.9265  2.53
C -1.2679 -1.2593 4.3711  -1.52
C 0.4639 -0.4250 5.9709  -1.69
C 0.1556 -2.8771 5.6108  -1.83
H 5.8182 1.5924 0.1298  0.42
H 5.7960 1.4857 -1.6385  0.32
H 5.3042 0.0955 -0.6660  0.36
H 3.3849 1.4408 0.2277  0.39
H 4.2649 3.5377 -1.8011  0.30
H 4.3082 3.6832 -0.0376  0.42
H 2.7547 3.5642 -0.8820  0.39
H 4.1745 1.8974 -3.3963  0.29
H 2.8094 0.9688 -5.2198  0.35
H 0.8164 -0.3659 -4.7025  0.28
H -0.5467 -0.7545 -1.3108  -0.17
H 0.8109 -2.9730 -2.8952  0.29
H -0.5536 -3.2065 -1.7806  0.39
H 1.0035 -2.6287 -1.1648  0.31
H -0.9435 -1.5844 -4.2217  0.44
H -1.4930 -0.0370 -3.5399  0.42
H -2.1304 -1.5611 -2.9189  0.43
H 3.2807 -1.0865 0.1478  0.13
H 4.0525 -2.1097 2.3428  0.43
H 2.9097 -2.5497 4.7522  0.39
H -1.3880 -0.2276 4.0472  0.02
H -2.0217 -1.4548 5.1363  0.38
H -1.4609 -1.9111 3.5185  0.35
H 0.4566 0.5630 5.5074  0.36
H 1.4546 -0.5906 6.4013  0.38
H -0.2736 -0.4347 6.7796  0.40
H -0.0166 -3.6679 4.8785  0.37
H -0.6313 -2.9284 6.3684  0.44
H 1.1129 -3.0690 6.1001  0.34
C -5.5437 1.2845 -4.2609  -1.58
C -4.6612 1.1025 -3.0573  1.47
C -4.8533 0.0466 -2.1755  -0.71
C -4.0358 -0.0659 -1.0624  -0.78
N -3.0543 0.7896 -0.7884  0.58
C -2.8912 1.8214 -1.6145  -0.59
C -3.6542 2.0096 -2.7548  -0.70
H -5.9947 0.3375 -4.5586  0.38
H -4.9783 1.6845 -5.1040  0.37
H -6.3492 1.9879 -4.0352  0.29
H -5.6537 -0.6659 -2.3336  0.34
H -4.2107 -0.8476 -0.3308  0.42
H -2.1403 2.5534 -1.3367  0.30
H -3.4843 2.8785 -3.3804  0.35



[3]
The following is a DFT calculation (ωB97M-V with the def2-TZVPD basis set) of a structure of composition C8H14BN4O7P2PtS2 in a non-equilibrium geometry.

Properties
**Orbital gap (spin up / spin down)**: 0.228 / 0.205 Ha
**Net charge**: +1
**2S+1**: 1
**Energy above the lowest of the compared OMol25 structures with the same formula, charge and spin**: 66.0 kJ/mol
**Lowest unoccupied orbital energy (spin up / spin down)**: -6.267 / -6.798 eV

Each line ends with the Mulliken charge.
Positions of all 39 atoms, in Å:
Pt -1.1437 -1.0227 -0.3577  1.57
O -2.9601 -4.6761 -0.2937  -0.45
P -2.1102 -3.4072 -0.0144  1.00
O -1.1244 -3.0171 -1.1276  -0.61
O -2.9567 -2.1650 0.2203  -0.63
O -1.2384 -3.7719 1.2652  -0.24
P -0.1926 -2.7404 1.9994  0.76
O 1.1027 -2.8223 1.0568  -0.39
O 0.0545 -3.1177 3.3791  -0.68
O -0.7796 -1.3328 1.6816  -0.62
H -2.5306 -5.5308 -0.1562  0.36
H 1.7230 -3.4902 1.3783  0.29
C -0.8422 0.6016 -4.1284  -0.82
N 0.1469 1.2542 -3.2738  0.25
C 0.5299 2.5769 -3.3358  -0.31
C 1.3833 2.7984 -2.3035  -0.54
N 1.5193 1.6210 -1.6128  -0.14
B 2.3042 1.2605 -0.3237  0.22
N 1.4379 1.3789 0.9735  0.44
C 2.0495 1.3994 2.2018  -0.74
C 1.0838 1.4359 3.1537  -0.23
N -0.1163 1.4378 2.5010  0.23
C -1.4298 1.4472 3.1446  -0.82
C 0.1127 1.3940 1.1767  0.01
S -1.1663 1.2598 0.0000  -0.39
C 0.7669 0.7127 -2.2252  -0.20
S 0.6311 -0.9210 -1.5956  -0.15
H -0.8976 1.1442 -5.0671  0.32
H -1.8153 0.6109 -3.6398  0.32
H -0.5368 -0.4230 -4.3244  0.35
H 0.1786 3.2258 -4.1183  0.47
H 1.9089 3.6902 -2.0126  0.50
H 2.5758 0.0594 -0.4468  0.02
H 3.2880 1.9307 -0.2229  -0.11
H 3.1205 1.3932 2.2954  0.50
H 1.1491 1.4590 4.2267  0.46
H -1.2725 1.5536 4.2135  0.32
H -1.9380 0.5094 2.9382  0.31
H -2.0155 2.2838 2.7744  0.34



[4]
The following is a DFT calculation (ωB97M-V with the def2-TZVPD basis set) of a cluster of 2 separate species, CH3NO3Si in total in a non-equilibrium geometry.

Properties
**Orbital gap**: 0.388 Ha
**SMILES**: O=[Si](O)O.C#N
**2S+1**: 1
**Energy above the lowest of the compared OMol25 structures with the same formula, charge and spin**: 203.5 kJ/mol
**Lowest unoccupied orbital energy**: 0.359 eV

Each line ends with the Mulliken charge.
Positions of all 9 atoms, in Å:
O -0.9242 1.8356 -1.9715  -0.61
Si -1.1113 1.4853 -0.5459  0.72
O -0.3440 0.3020 0.2763  -0.50
O -2.1627 2.1343 0.4786  -0.47
H 0.2860 -0.4896 0.0015  0.58
H -2.6342 1.6976 1.2272  0.35
C 2.3673 -2.2335 0.1984  -0.10
N 1.4126 -1.6715 0.0073  -0.27
H 3.1105 -3.0603 0.3281  0.30



| no. | electronic energy (eV) |
| --- | --- |
| 1 | -8293.724 |
| 2 | -237045.425 |
| 3 | -72988.071 |
| 4 | -16597.523 |